{"formula": "C46H45I2N6O4PSeTi", "method": "ωB97M-V with the def2-TZVPD basis set", "orbital_gap_ev": 5.657, "energy_ev": -179502.017, "fmax_ha_per_bohr": 0.0529, "charge": 2, "relative_energy_kcal_mol": 50.5, "species": ["I", "I", "Se", "Ti", "P", "O", "O", "O", "O", "N", "N", "N", "N", "N", "N", "C", "C", "C", "C", "C", "C", "C", "C", "C", "C", "C", "C", "C", "C", "C", "C", "C", "C", "C", "C", "C", "C", "C", "C", "C", "C", "C", "C", "C", "C", "C", "C", "C", "C", "C", "C", "C", "C", "C", "C", "C", "C", "C", "C", "C", "C", "H", "H", "H", "H", "H", "H", "H", "H", "H", "H", "H", "H", "H", "H", "H", "H", "H", "H", "H", "H", "H", "H", "H", "H", "H", "H", "H", "H", "H", "H", "H", "H", "H", "H", "H", "H", "H", "H", "H", "H", "H", "H", "H", "H", "H"], "xyz": [[0.851, -4.838, 1.550], [-1.153, -2.127, 2.661], [-3.260, -0.317, 1.152], [0.553, -0.108, 1.189], [1.989, 0.089, -1.292], [6.431, -4.987, 1.001], [-1.465, 4.447, -4.377], [7.715, -3.379, 1.836], [2.100, 0.369, 0.206], [2.105, -0.586, 2.777], [-5.445, -1.407, 2.623], [0.025, 2.684, -2.763], [-6.125, -0.103, 1.002], [-0.603, 0.982, 0.310], [-0.082, 0.996, 2.998], [-1.559, -0.938, -3.149], [-1.429, 2.440, 4.347], [2.697, 1.450, -2.250], [0.199, -0.370, -1.527], [4.278, -3.057, 1.184], [-9.070, -1.690, 3.372], [2.704, -2.601, -2.108], [0.388, -3.583, 3.217], [-1.876, 3.116, -4.222], [5.007, -3.269, -2.288], [3.093, -1.326, -1.703], [5.404, -2.009, -1.864], [3.355, 2.387, -4.357], [-6.822, -1.377, 2.708], [3.658, -3.561, -2.407], [-0.751, 4.912, -3.263], [4.454, -1.042, -1.589], [4.274, -1.542, 3.518], [2.100, 0.334, 3.681], [-0.398, 2.602, 5.262], [-8.598, -0.255, 1.475], [6.627, -3.830, 1.638], [-7.730, -1.974, 3.568], [2.778, 1.356, -3.635], [5.358, -2.337, 3.210], [0.492, 4.048, -2.979], [-1.220, 1.642, 3.232], [-2.018, 0.871, -1.610], [3.873, 3.491, -3.696], [-7.253, -0.534, 1.671], [0.186, 2.140, -1.605], [3.195, 2.565, -1.588], [-0.271, -1.012, -2.794], [-5.040, -0.635, 1.596], [-2.469, -0.024, -2.492], [-0.585, 0.909, -1.150], [0.793, 1.938, 5.034], [0.916, 1.131, 3.896], [3.792, 3.579, -2.315], [5.379, -3.087, 2.035], [-0.659, 2.220, -3.966], [3.211, -2.229, 1.464], [-9.494, -0.842, 2.349], [3.207, -1.430, 2.612], [-6.150, 0.755, -0.150], [0.002, -1.373, -0.368], [0.617, -2.268, -0.528], [-6.437, 1.769, 0.137], [6.197, -2.391, 3.885], [4.193, 4.444, -1.810], [-1.050, -1.691, -0.377], [1.171, 4.082, -3.834], [4.331, 4.290, -4.261], [0.409, -1.670, -3.312], [-5.152, 0.765, -0.586], [5.511, -5.279, 1.007], [-1.933, -1.519, -3.977], [-2.373, 2.837, -5.152], [-8.931, 0.398, 0.686], [3.404, 2.333, -5.433], [6.454, -1.786, -1.748], [-2.657, 1.621, -1.165], [-2.589, 3.018, -3.388], [4.765, -0.051, -1.283], [-9.806, -2.128, 4.028], [4.268, -1.004, 4.455], [2.393, 0.478, -4.133], [1.614, 2.016, 5.729], [-1.390, 4.922, -2.366], [5.746, -4.020, -2.523], [-0.451, 5.932, -3.500], [-6.865, 0.372, -0.882], [-0.525, 3.224, 6.134], [-3.502, -0.031, -2.799], [0.043, 2.340, -4.796], [-7.409, -2.630, 4.359], [0.029, -4.207, 4.027], [-2.018, 1.489, 2.515], [2.938, 0.512, 4.357], [-4.818, -1.950, 3.197], [3.095, 2.632, -0.512], [4.267, -3.647, 0.279], [-0.939, 1.177, -3.878], [2.366, -2.175, 0.786], [1.002, 4.401, -2.082], [3.335, -4.540, -2.732], [1.665, -2.876, -2.199], [1.280, -3.036, 3.496], [-2.382, 2.920, 4.490], [-0.990, 1.884, 0.584], [-10.545, -0.633, 2.239]]}

{"formula": "C8H13N4O2", "method": "ωB97M-V with the def2-TZVPD basis set", "orbital_gap_ev": 9.184, "energy_ev": -18553.455, "fmax_ha_per_bohr": 0.0706, "charge": 1, "relative_energy_kcal_mol": 41.2, "species": ["O", "O", "N", "N", "N", "N", "C", "C", "C", "C", "C", "C", "C", "C", "H", "H", "H", "H", "H", "H", "H", "H", "H", "H", "H", "H", "H"], "xyz": [[1.285, -3.421, 0.569], [1.403, 0.628, -1.584], [0.654, 0.393, 1.132], [-2.183, 1.198, -1.108], [-1.053, -0.849, -0.458], [0.862, -0.932, 0.750], [0.921, 0.985, 2.342], [-0.111, 1.335, 0.288], [-0.225, 2.484, 1.076], [0.066, 0.698, -2.054], [0.208, -3.002, -0.163], [-0.104, -1.517, 0.069], [0.428, 2.300, 2.282], [-0.893, 0.719, -0.836], [-0.202, 1.508, -2.654], [-0.746, -3.652, 0.103], [1.572, -1.559, 1.050], [-2.390, 1.569, -1.984], [0.702, 3.083, 3.051], [-1.926, -1.252, -0.872], [-2.736, 1.648, -0.401], [1.498, 0.543, 3.074], [1.666, 1.377, -1.089], [-0.592, 3.419, 0.734], [0.404, -3.109, -1.226], [1.556, -4.398, 0.467], [-0.062, -0.197, -2.558]]}

{"formula": "C34H28CuNO4Te", "method": "ωB97M-V with the def2-TZVPD basis set", "orbital_gap_ev": 5.479, "energy_ev": -97327.353, "fmax_ha_per_bohr": 0.0208, "charge": -2, "relative_energy_kcal_mol": 14.2, "species": ["Te", "Cu", "O", "O", "O", "O", "N", "C", "C", "C", "C", "C", "C", "C", "C", "C", "C", "C", "C", "C", "C", "C", "C", "C", "C", "C", "C", "C", "C", "C", "C", "C", "C", "C", "C", "C", "C", "C", "C", "C", "C", "H", "H", "H", "H", "H", "H", "H", "H", "H", "H", "H", "H", "H", "H", "H", "H", "H", "H", "H", "H", "H", "H", "H", "H", "H", "H", "H", "H"], "xyz": [[-0.798, -0.097, -1.835], [0.739, 1.122, 0.281], [0.486, 0.121, 3.427], [-2.813, 3.138, 1.276], [-0.973, -2.807, 1.926], [-0.304, -0.903, 0.950], [-0.639, 2.155, 1.133], [-1.375, -1.074, 4.270], [-1.157, -1.330, -4.660], [3.394, 0.436, -4.555], [3.177, -2.835, 4.244], [2.910, 0.658, -1.761], [1.408, -4.211, 5.092], [2.670, 0.770, -0.331], [-1.100, 4.278, -2.173], [-1.719, 2.638, 1.197], [-0.742, -0.180, -3.988], [-0.230, 0.865, -4.757], [-0.633, 2.987, -1.973], [3.046, -0.680, -3.801], [3.493, 1.664, -3.911], [-1.509, 1.909, -2.021], [-0.621, -0.358, -6.794], [2.765, -3.975, 4.920], [-0.493, -1.666, 1.935], [-3.579, -0.846, 5.975], [2.806, -0.574, -2.443], [3.257, 1.773, -2.552], [-2.860, 2.142, -2.245], [2.241, -1.932, 3.763], [-1.219, -0.639, 5.587], [-2.307, -0.530, 6.435], [-3.745, -1.257, 4.662], [-2.451, 4.504, -2.403], [-3.332, 3.434, -2.435], [0.879, -2.149, 3.953], [-1.099, -1.423, -6.043], [-0.178, 0.784, -6.139], [0.472, -3.309, 4.608], [-2.651, -1.369, 3.811], [-0.117, -1.147, 3.402], [0.227, 1.614, -6.707], [2.550, -1.035, 3.241], [3.497, -4.676, 5.307], [-0.408, 5.111, -2.144], [-0.585, -0.419, -7.876], [2.922, -0.156, 0.194], [3.234, 1.602, 0.102], [-2.166, -0.194, 7.457], [0.089, 0.639, 2.708], [3.343, 2.737, -2.058], [-0.223, -0.386, 5.929], [-3.548, 1.306, -2.272], [3.558, 0.353, -5.623], [-2.818, 5.515, -2.542], [3.770, 2.548, -4.480], [2.950, -1.643, -4.292], [-2.788, -1.700, 2.790], [-4.434, -0.770, 6.638], [-1.542, -2.164, -4.082], [0.146, 1.753, -4.267], [-4.737, -1.490, 4.292], [1.078, -5.105, 5.612], [-0.584, -3.507, 4.727], [0.418, 2.811, -1.769], [2.553, -1.460, -1.870], [-1.441, -2.326, -6.538], [-4.389, 3.606, -2.598], [4.234, -2.650, 4.091]]}

{"formula": "C30H68Cl6N8O8", "method": "ωB97M-V with the def2-TZVPD basis set", "orbital_gap_ev": 8.561, "energy_ev": -135649.043, "fmax_ha_per_bohr": 0.0350, "relative_energy_kcal_mol": 81.6, "species": ["Cl", "Cl", "Cl", "Cl", "Cl", "Cl", "O", "O", "O", "O", "O", "O", "O", "O", "N", "N", "N", "N", "N", "N", "N", "N", "C", "C", "C", "C", "C", "C", "C", "C", "C", "C", "C", "C", "C", "C", "C", "C", "C", "C", "C", "C", "C", "C", "C", "C", "C", "C", "C", "C", "C", "C", "H", "H", "H", "H", "H", "H", "H", "H", "H", "H", "H", "H", "H", "H", "H", "H", "H", "H", "H", "H", "H", "H", "H", "H", "H", "H", "H", "H", "H", "H", "H", "H", "H", "H", "H", "H", "H", "H", "H", "H", "H", "H", "H", "H", "H", "H", "H", "H", "H", "H", "H", "H", "H", "H", "H", "H", "H", "H", "H", "H", "H", "H", "H", "H", "H", "H", "H", "H"], "xyz": [[0.430, 4.379, 3.548], [1.949, -0.327, 5.167], [1.216, -4.238, -1.461], [2.682, -8.089, -0.239], [-1.156, 0.289, 5.281], [-2.540, 5.566, 1.774], [-0.589, -6.000, 2.302], [-5.341, -0.358, 5.068], [0.626, 2.350, -4.242], [1.677, 5.693, -1.695], [-1.279, -0.284, -2.584], [3.587, -0.348, -2.944], [-0.961, 3.780, -2.354], [-0.211, 1.168, 1.895], [1.394, -0.072, 0.832], [0.540, 0.329, -5.304], [5.224, -1.530, -1.869], [-2.883, 2.878, -1.533], [-3.083, -1.378, -3.462], [-0.636, -3.822, 2.974], [2.992, 4.736, -0.091], [-4.476, -0.083, 2.986], [1.288, 0.733, 6.436], [2.148, 5.676, -0.579], [-1.253, 3.802, 3.383], [3.548, 4.900, 1.259], [2.345, -5.478, -0.827], [0.698, -1.107, -5.172], [4.119, -1.394, -2.632], [3.263, 3.526, -0.840], [-4.592, -0.705, 4.178], [-1.743, 3.957, 1.959], [5.941, -2.775, -1.725], [-3.530, 1.813, -0.814], [-0.770, -2.870, 4.058], [0.039, 0.824, -6.561], [0.881, 0.617, 1.870], [2.790, -0.441, 0.825], [-0.756, -5.152, 3.161], [-3.530, -0.525, 1.971], [-3.107, -2.377, -2.432], [-0.308, -3.241, 1.694], [0.744, 1.144, -4.234], [-1.553, 2.875, -1.813], [5.858, -0.393, -1.248], [-2.135, -0.411, -3.438], [-3.637, 4.101, -1.723], [-5.083, 1.200, 2.709], [-4.070, -1.482, -4.527], [1.547, -6.732, -0.501], [-0.142, 0.315, 6.756], [0.694, -0.257, -0.420], [4.338, 3.337, -0.931], [-2.189, 0.254, -4.316], [6.949, -2.646, -2.139], [-3.782, -0.900, -5.398], [-2.668, 0.145, 1.946], [5.230, 0.492, -1.174], [-3.199, 4.702, -2.514], [1.196, 0.317, -1.208], [6.154, -0.629, -0.222], [3.751, -2.361, -3.021], [6.052, -3.112, -0.695], [-1.242, 2.750, 3.652], [-2.924, -3.406, -2.759], [-1.039, 1.934, -1.568], [-0.336, 0.067, -0.370], [-4.028, -0.546, 0.997], [-3.944, 2.190, 0.127], [-4.306, 1.902, 2.408], [1.897, 0.683, 7.334], [2.788, 3.623, -1.812], [5.504, -3.537, -2.371], [0.842, -1.365, -4.121], [-3.255, -1.568, 2.133], [-3.543, 4.704, -0.810], [2.892, 2.664, -0.270], [4.343, 5.645, 1.147], [-1.022, -5.433, 4.192], [-2.815, 1.027, -0.568], [-4.346, 1.370, -1.394], [-1.868, 4.331, 4.103], [-0.243, -0.633, 7.272], [-5.626, 1.587, 3.569], [2.925, -1.411, 0.338], [2.707, -5.079, 0.116], [3.142, -5.677, -1.534], [0.043, 1.911, -6.550], [1.624, -1.431, -5.656], [0.792, -1.297, -0.740], [-5.851, 1.102, 1.935], [-5.070, -1.225, -4.175], [-3.866, -1.530, 4.276], [3.929, 3.960, 1.640], [-1.010, -2.446, 1.430], [3.230, -0.547, 1.817], [-0.241, -4.026, 0.949], [2.781, 5.371, 1.872], [0.171, -2.326, 4.180], [0.946, -6.585, 0.395], [-2.278, -2.221, -1.740], [1.249, 1.755, 6.065], [-0.605, 1.117, 7.330], [3.373, 0.296, 0.265], [-4.085, -2.542, -4.796], [-0.954, 3.887, 1.217], [-2.524, 3.261, 1.662], [-0.196, -1.615, -5.538], [-1.555, -2.163, 3.786], [-4.018, -2.347, -1.829], [-4.697, 3.900, -1.866], [1.570, 0.669, 2.726], [1.063, 0.588, -3.344], [-0.991, -3.285, 5.040], [-0.960, 0.444, -6.795], [0.665, -2.742, 1.790], [1.923, 6.488, 0.136], [0.709, 0.497, -7.364], [6.766, -0.082, -1.773], [0.881, -7.038, -1.304]]}

{"formula": "CH2F4Si", "method": "ωB97M-V with the def2-TZVPD basis set", "orbital_gap_ev": 11.666, "energy_ev": -19821.566, "fmax_ha_per_bohr": 0.0886, "relative_energy_kcal_mol": 21.0, "species": ["Si", "F", "F", "F", "F", "C", "H", "H"], "xyz": [[-2.382, 0.264, -0.133], [-2.929, -0.182, -1.525], [-2.184, -0.978, 0.843], [0.266, 0.647, 0.525], [-3.499, 1.068, 0.699], [-0.469, 1.212, -0.468], [-0.262, 1.020, -1.587], [-0.605, 2.292, -0.333]]}

{"formula": "C37H29IrN4O8S2", "method": "ωB97M-V with the def2-TZVPD basis set", "orbital_gap_ev": [5.577, 2.993], "spin_multiplicity": 2, "energy_ev": -85679.432, "fmax_ha_per_bohr": 0.0432, "charge": 1, "relative_energy_kcal_mol": 75.4, "species": ["Ir", "S", "S", "O", "O", "O", "O", "O", "O", "O", "O", "N", "N", "N", "N", "C", "C", "C", "C", "C", "C", "C", "C", "C", "C", "C", "C", "C", "C", "C", "C", "C", "C", "C", "C", "C", "C", "C", "C", "C", "C", "C", "C", "C", "C", "C", "C", "C", "C", "C", "C", "C", "H", "H", "H", "H", "H", "H", "H", "H", "H", "H", "H", "H", "H", "H", "H", "H", "H", "H", "H", "H", "H", "H", "H", "H", "H", "H", "H", "H", "H"], "xyz": [[-0.515, -0.389, -0.307], [0.312, 0.010, 1.889], [-1.170, 2.206, -7.072], [-0.049, 3.869, -1.596], [-2.457, 1.835, -7.655], [-1.147, 3.620, -6.739], [-4.366, -0.370, 2.008], [1.572, 0.779, 1.724], [0.651, 1.801, -0.993], [-2.667, -1.218, 0.812], [-0.070, 1.809, -7.928], [-1.850, 1.292, 0.090], [-1.234, -1.105, -2.143], [1.342, -1.209, -0.727], [2.434, -0.619, -0.660], [2.764, -3.240, -0.957], [-1.127, -0.269, -3.317], [-0.354, 0.095, -5.549], [-0.227, 2.816, -1.061], [1.847, -5.416, -0.493], [2.025, 1.939, -0.965], [-0.388, -0.691, -4.405], [-0.693, 2.681, 4.695], [2.918, -4.612, -0.872], [0.227, -3.781, 3.298], [-3.296, -0.275, 1.224], [-1.807, 2.120, 5.300], [0.619, -4.837, -0.221], [-1.756, 1.737, -4.461], [2.776, 0.756, -0.770], [-1.526, 2.527, -0.315], [-0.557, 0.794, 3.241], [0.457, -3.461, -0.322], [-2.293, 3.638, 0.019], [-2.303, 0.896, 4.867], [0.758, -1.559, 2.608], [-1.680, 0.224, 3.829], [4.792, 2.115, -0.630], [-3.409, 3.481, 0.812], [1.533, -3.937, 3.749], [-1.035, 1.302, -5.569], [-3.748, 2.205, 1.238], [-0.165, -2.590, 2.709], [-1.793, 0.949, -3.328], [-2.952, 1.146, 0.850], [4.154, 0.889, -0.604], [2.661, 3.165, -1.025], [2.066, -1.701, 3.038], [1.532, -2.664, -0.667], [-0.062, 2.024, 3.645], [4.038, 3.249, -0.856], [2.450, -2.906, 3.612], [-0.222, -5.454, 0.070], [-1.982, 4.608, -0.343], [0.816, 2.428, 3.160], [2.760, -0.879, 2.916], [3.875, -5.058, -1.107], [0.190, -0.224, -6.428], [-2.350, 1.264, -2.456], [-4.613, 2.019, 1.857], [-1.165, -2.480, 2.309], [5.861, 2.181, -0.482], [1.835, -4.870, 4.206], [-4.002, 4.338, 1.102], [-2.286, 2.630, 6.126], [4.708, -0.024, -0.435], [-0.484, -4.590, 3.401], [3.587, -2.606, -1.254], [3.466, -3.034, 3.961], [-0.307, 3.631, 5.040], [-2.207, -1.225, -1.873], [4.509, 4.222, -0.897], [-3.170, 0.459, 5.345], [1.970, -6.489, -0.420], [-4.594, -1.308, 2.111], [-0.501, -2.999, -0.101], [-2.044, -0.744, 3.512], [-0.837, -2.029, -2.293], [-2.277, 2.685, -4.499], [2.096, 4.063, -1.203], [0.141, -1.636, -4.373]]}